[1]
Density functional theory data (ωB97M-V with the def2-TZVPD basis set) for a structure of composition C39H37IN6O5S2Sm in a non-equilibrium geometry.

Positions of all 91 atoms, in Å:
Sm: -0.07469 -0.50239 0.78868
O: -3.29702 -2.92414 0.95759
S: -2.79239 -1.57661 0.87097
O: -1.87570 -1.15232 1.91657
N: -1.96005 -1.26187 -0.46457
C: -2.34787 -1.70175 -1.69380
C: -3.58155 -2.26561 -1.98139
C: -3.92256 -2.66737 -3.27114
C: -3.03661 -2.54622 -4.30964
C: -1.74794 -2.03559 -4.06568
C: -0.76230 -1.95840 -5.07134
C: 0.48360 -1.49682 -4.75308
C: 0.73473 -1.09661 -3.43248
N: -0.15838 -1.12486 -2.47039
C: -1.38871 -1.59887 -2.75930
C: -4.18795 -0.44133 1.03517
C: -5.43698 -0.73551 0.52322
C: -6.47007 0.17623 0.66474
C: -6.24950 1.37402 1.32496
C: -5.00728 1.64590 1.87430
C: -3.97288 0.73786 1.72608
H: -4.27424 -2.42688 -1.17404
H: -4.91054 -3.07470 -3.44057
H: -3.30929 -2.85448 -5.30855
H: -1.00406 -2.27896 -6.07582
H: 1.26838 -1.42132 -5.49023
H: 1.73014 -0.76053 -3.17932
H: -5.61279 -1.68875 0.05126
H: -7.44517 -0.05208 0.25782
H: -7.05387 2.08965 1.41839
H: -4.83912 2.55982 2.42272
H: -3.00182 0.91944 2.16166
C: -0.91626 6.19670 2.19366
C: -2.20076 5.37401 2.11054
N: -2.15109 4.39213 1.04566
C: -2.73108 4.77650 -0.21788
C: -4.23005 4.48298 -0.26995
C: -1.52866 3.20924 1.24848
S: -1.52258 2.05458 -0.02187
N: -1.01553 3.07245 2.46891
C: -0.20564 2.08427 2.83426
O: 0.24573 1.18538 2.08051
C: 0.29185 2.14770 4.23007
C: 1.14383 1.13151 4.65225
C: 1.68217 1.16248 5.92326
C: 1.37675 2.20558 6.78203
C: 0.52737 3.21827 6.36494
C: -0.01762 3.19175 5.09453
H: -0.99056 6.92209 3.00032
H: -0.73646 6.72731 1.26104
H: -0.07666 5.53567 2.38779
H: -3.05483 6.03029 1.91992
H: -2.35063 4.84543 3.05359
H: -2.22470 4.22559 -1.01247
H: -2.55804 5.84836 -0.35933
H: -4.39816 3.41141 -0.20602
H: -4.64556 4.85204 -1.20392
H: -4.74693 4.96992 0.55555
H: 1.36195 0.32377 3.96850
H: 2.33868 0.36847 6.24303
H: 1.80614 2.23349 7.77462
H: 0.28910 4.03138 7.03691
H: -0.67005 3.98078 4.75569
C: 2.25608 -3.90859 0.12578
C: 3.44502 -3.54245 0.77980
C: 3.78479 -2.22754 0.84587
C: 2.92747 -1.21437 0.31641
N: 1.76613 -1.59341 -0.32988
C: 1.48106 -2.90519 -0.40169
C: 3.21627 0.15591 0.50475
C: 4.41175 0.59659 1.11633
C: 4.57028 1.84165 1.64224
C: 3.46670 2.73833 1.58818
C: 2.37070 2.40280 0.89143
N: 2.23747 1.18058 0.19598
H: 1.95745 -4.94212 0.04883
H: 4.07079 -4.29970 1.23427
H: 4.69049 -1.94962 1.35644
H: 0.57439 -3.15120 -0.95717
H: 5.22956 -0.10591 1.17571
H: 5.49732 2.14208 2.10322
H: 3.51297 3.69091 2.09397
H: 1.53769 3.08674 0.78287
O: -0.15632 -1.59368 4.12601
C: 0.42319 -2.27409 3.29835
O: 0.89235 -1.89987 2.18709
H: 0.62046 -3.36649 3.52520
I: 3.26691 2.08676 -2.69936
C: 1.66988 1.27683 -1.03867
H: 1.40610 0.35367 -1.53335
H: 0.94756 2.08125 -1.14533

Maximum force in eV/Å: 2.72
LUMO energy (alpha / beta) in eV: 2.31 / 2.31
Multiplicity: 6
E_tot in Eh: -3965.3442
Charge: -1
HOMO-LUMO gap (alpha / beta) in Eh: 0.198 / 0.198

[2]
Density functional theory data (ωB97M-V with the def2-TZVPD basis set) for a structure of composition C39H39AsBN10S2Sn.

Positions of all 93 atoms, in Å:
Sn: -0.73663 -1.03289 0.33830
C: -1.95889 -4.43357 -0.01664
C: -1.82577 -3.89769 1.36862
C: -1.95526 -4.54943 2.59035
C: -1.73420 -3.57798 3.54882
N: -1.49329 -2.41195 2.93919
N: -1.55129 -2.60716 1.59687
B: -1.21207 -1.00377 3.57075
N: 0.19710 -0.52907 3.10329
C: 1.11777 0.16250 3.77435
C: 2.34023 0.00102 3.14721
C: 2.09201 -0.83605 2.06827
C: 3.09159 -1.49892 1.18204
N: 0.78308 -1.15125 2.02751
N: -2.20515 0.00316 2.92575
C: -3.26300 0.67536 3.38397
C: -3.90545 1.27971 2.31974
C: -3.17050 0.92095 1.19517
C: -3.40353 1.29955 -0.22928
N: -2.13407 0.15643 1.57720
N: -1.36112 -1.09559 5.05254
C: -2.50085 -1.37417 5.74331
C: -2.17653 -1.45932 7.06841
C: -0.78408 -1.21984 7.11309
C: 0.10544 -1.18880 8.31305
N: -0.30109 -1.01024 5.90356
H: -2.01134 -5.51872 0.00188
H: -2.86662 -4.06132 -0.49324
H: -1.10801 -4.15121 -0.64016
H: -2.17428 -5.58798 2.75649
H: -1.73745 -3.64571 4.62303
H: 0.86094 0.70948 4.66306
H: 3.28972 0.39352 3.46231
H: 4.08822 -1.11641 1.39118
H: 3.08908 -2.57282 1.37296
H: 2.90255 -1.35270 0.11832
H: -3.48672 0.70116 4.43614
H: -4.78887 1.88997 2.35394
H: -2.95203 2.26797 -0.45213
H: -2.99086 0.56282 -0.92136
H: -4.47118 1.37621 -0.42611
H: -3.44347 -1.52373 5.24447
H: -2.83379 -1.66891 7.89204
H: -0.43065 -1.52290 9.19818
H: 0.97070 -1.83348 8.16754
H: 0.46981 -0.17884 8.49957
S: -0.32041 2.10548 -1.74668
C: 0.91872 2.97758 -2.67575
C: 0.61663 4.05545 -3.49727
C: 1.65382 4.66734 -4.18543
C: 2.96595 4.21588 -4.05740
C: 3.26808 3.14281 -3.23562
C: 2.22630 2.51516 -2.56094
As: 2.38997 0.91461 -1.53045
C: 4.24518 0.81317 -1.06733
C: 4.74579 1.74935 -0.16156
C: 6.09531 1.73552 0.14789
C: 6.92545 0.77883 -0.42420
C: 6.41566 -0.16442 -1.30751
C: 5.06624 -0.16558 -1.62472
C: 2.05253 -0.48811 -2.81448
C: 1.83558 -1.80457 -2.41046
C: 1.66092 -2.80053 -3.35721
C: 1.67892 -2.48334 -4.70902
C: 1.87289 -1.17124 -5.11197
C: 2.06141 -0.16953 -4.17122
H: -0.40332 4.40150 -3.58001
H: 1.44185 5.51539 -4.82155
H: 3.75808 4.70431 -4.60696
H: 4.28679 2.79071 -3.13841
H: 4.09440 2.48959 0.28944
H: 6.49899 2.46404 0.83629
H: 7.97816 0.76681 -0.17806
H: 7.06969 -0.90255 -1.75032
H: 4.66872 -0.90240 -2.31140
H: 1.82428 -2.07507 -1.35981
H: 1.52340 -3.82560 -3.04164
H: 1.54492 -3.26059 -5.44798
H: 1.87918 -0.92034 -6.16339
H: 2.22186 0.84724 -4.50291
C: -5.91275 0.64302 -4.82949
C: -4.86255 1.52838 -4.24420
C: -5.08701 2.87861 -3.98251
C: -4.04805 3.61504 -3.45573
N: -2.85283 3.07644 -3.18368
C: -2.77379 1.78997 -3.43848
S: -1.22534 0.92252 -3.14566
N: -3.67872 0.97911 -3.95041
H: -6.49355 1.17074 -5.58334
H: -6.60320 0.32477 -4.04641
H: -5.45810 -0.24196 -5.26566
H: -6.04210 3.33534 -4.19442
H: -4.15414 4.67370 -3.25553

Maximum force in eV/Å: 0.78
LUMO energy (alpha / beta) in eV: -4.79 / -8.10
Multiplicity: 2
E_tot in Eh: -5328.0493
Charge: +2
HOMO-LUMO gap (alpha / beta) in Eh: 0.310 / 0.188

[3]
Density functional theory data (ωB97M-V with the def2-TZVPD basis set) for a structure of composition C39H39Cl4Ge2N6O4W.

Positions of all 95 atoms, in Å:
W: -0.17153 -0.50732 0.31629
O: -3.45840 -2.34016 -5.84775
C: -4.11460 -2.70611 -4.73204
O: -4.96875 -3.53913 -4.76001
C: -3.69278 -2.05412 -3.43814
C: -3.92115 -2.77572 -2.27059
C: -3.50964 -2.27623 -1.04965
C: -2.89440 -1.03014 -1.00068
C: -2.71430 -0.27215 -2.14583
C: -3.11695 -0.79099 -3.36769
N: -2.31138 -0.59830 0.24575
C: -2.99167 -0.62407 1.32987
C: -2.27017 -0.41657 2.56407
C: -2.89950 -0.30988 3.78953
C: -2.12306 -0.11911 4.92173
C: -0.75028 -0.02917 4.77579
C: -0.19020 -0.14085 3.51565
N: -0.92313 -0.34874 2.41499
H: -2.69660 -1.78088 -5.65457
H: -4.39071 -3.74773 -2.34344
H: -3.60092 -2.87658 -0.15346
H: -2.25362 0.70575 -2.10138
H: -2.98285 -0.18558 -4.25668
H: -4.05787 -0.82909 1.31728
H: -3.97731 -0.37722 3.84721
H: -2.58353 -0.03925 5.89702
H: -0.10438 0.12310 5.62893
H: 0.87708 -0.07656 3.38167
Cl: 0.25240 -2.96551 -5.99848
C: 0.04412 -2.84471 -4.30167
C: -0.45623 -3.94179 -3.56912
Cl: -0.86361 -5.38605 -4.38617
C: -0.63294 -3.86274 -2.19182
Cl: -1.23131 -5.17216 -1.26388
C: -0.33953 -2.66205 -1.54737
O: -0.48241 -2.42900 -0.24956
C: 0.11434 -1.57383 -2.28828
O: 0.30323 -0.46898 -1.53262
C: 0.34781 -1.65617 -3.65433
Cl: 0.93313 -0.27379 -4.48944
C: 2.79080 1.27007 2.27043
Ge: 1.81469 1.53364 0.58792
C: 2.89646 1.18748 -0.99656
C: 1.53744 3.51756 0.56372
Ge: -0.80087 1.97157 0.19733
C: -1.79890 2.71516 1.67716
C: -1.24555 3.03980 2.91485
C: -2.05457 3.49027 3.94715
C: -3.42734 3.59825 3.76030
C: -3.99166 3.26597 2.53682
C: -3.18083 2.83331 1.49590
C: -1.02885 2.99992 -1.40146
C: -0.54153 2.52076 -2.62162
C: -0.68325 3.27903 -3.77155
C: -1.30989 4.51839 -3.71110
C: -1.78876 5.00538 -2.50222
C: -1.64613 4.25255 -1.34622
H: 3.74500 1.78749 2.15281
H: 3.00050 0.22775 2.50803
H: 2.26964 1.73208 3.10890
H: 3.80026 1.79460 -0.92159
H: 2.34489 1.48469 -1.88749
H: 3.16930 0.13910 -1.08549
H: 2.48611 3.88672 0.96139
H: 0.75243 3.94152 1.19144
H: 1.41960 3.88900 -0.45190
H: -0.17473 2.96766 3.07469
H: -1.61453 3.76990 4.89584
H: -4.05509 3.95726 4.56507
H: -5.05869 3.36284 2.38537
H: -3.63302 2.60280 0.53609
H: -0.05330 1.55608 -2.67524
H: -0.30468 2.90687 -4.71472
H: -1.42119 5.10987 -4.61021
H: -2.26714 5.97453 -2.45933
H: -2.00695 4.64739 -0.40448
C: 5.91740 -2.33781 2.47337
C: 5.72690 -2.42020 0.96260
C: 5.68458 -1.03720 0.32279
C: 4.51204 -3.26990 0.58531
N: 3.24828 -2.72469 1.11208
C: 2.63298 -2.95690 2.28349
N: 1.55293 -2.21614 2.35146
N: 1.54696 -1.55255 1.19436
N: 2.54679 -1.84089 0.43556
H: 6.85345 -1.83320 2.70788
H: 5.95217 -3.32614 2.93585
H: 5.11881 -1.75863 2.94758
H: 6.57270 -2.96885 0.53856
H: 4.87494 -0.43155 0.73806
H: 5.54756 -1.09401 -0.75829
H: 6.61742 -0.50866 0.51584
H: 4.59504 -4.27692 0.99163
H: 4.38524 -3.33644 -0.49360
H: 2.97769 -3.64701 3.03430

Maximum force in eV/Å: 0.38
LUMO energy (alpha / beta) in eV: -6.61 / -7.02
Multiplicity: 2
E_tot in Eh: -8200.3009
Charge: +2
HOMO-LUMO gap (alpha / beta) in Eh: 0.237 / 0.222

[4]
Density functional theory data (ωB97M-V with the def2-TZVPD basis set) for a structure of composition C39H39ClFN6O5PbS in a non-equilibrium geometry.

Positions of all 93 atoms, in Å:
Pb: -0.97588 -0.42056 1.07592
C: -2.03940 -4.21828 0.13077
C: -2.71542 -4.04610 1.40644
C: -1.76197 -4.08424 2.46503
C: -0.49890 -4.16017 1.81718
C: -0.66254 -4.27622 0.38725
C: 0.38421 -4.35002 -0.66337
C: 0.84275 -4.15698 2.54229
C: -2.05820 -4.17858 3.90322
C: -4.16294 -3.74819 1.56128
C: -2.69730 -4.05710 -1.20007
H: 0.13431 -5.19360 -1.33205
H: 1.35203 -4.50463 -0.16330
H: 0.42163 -3.42367 -1.25424
H: 0.82297 -4.74269 3.46728
H: 1.20021 -3.07851 2.81717
H: 1.65097 -4.60567 1.92918
H: -2.10754 -5.21716 4.25554
H: -3.05251 -3.76770 4.17900
H: -1.27868 -3.65648 4.48219
H: -4.29491 -3.27057 2.52427
H: -4.86779 -4.61181 1.51359
H: -4.48832 -3.02857 0.76885
H: -3.45038 -4.80893 -1.34850
H: -1.99164 -4.13184 -2.01806
H: -3.20033 -3.06512 -1.31135
N: 4.43667 5.32200 1.15221
C: 4.04939 4.07754 1.62530
C: 3.72696 3.09088 0.66094
C: 3.37339 1.78627 1.02468
C: 3.10560 1.50934 2.39187
C: 3.36611 2.49364 3.38234
C: 3.79080 3.78913 3.00230
S: 2.10433 0.06913 2.81974
O: 2.27013 -0.97792 1.82019
O: 2.22555 -0.28973 4.19261
N: 0.65719 0.69801 2.39507
C: -0.06755 1.50406 3.18112
N: -1.40873 1.49187 2.91120
C: -2.22028 2.33431 3.50704
C: -1.68968 3.14624 4.54935
C: -0.33219 3.08185 4.80743
N: 0.50272 2.32368 4.11082
H: 4.86507 5.30643 0.25263
H: 4.91318 5.92591 1.80722
H: 3.87013 3.33580 -0.40888
H: 3.33791 1.00962 0.24607
H: 3.14293 2.32587 4.41499
H: 3.99656 4.54768 3.74291
H: -3.26537 2.34521 3.17357
H: -2.33294 3.90117 5.05362
H: 0.14606 3.66550 5.56107
C: 2.21356 3.35799 -5.07486
C: 1.53715 2.02433 -5.42145
C: 2.35789 1.17610 -6.37629
C: 3.68548 0.72251 -5.74824
C: 3.54376 0.16259 -4.33516
C: 4.50841 -0.62544 -3.74646
C: 4.15178 -1.28341 -2.57155
F: 4.97743 -2.15378 -1.93042
C: 2.96037 -1.11102 -1.90636
C: 1.96783 -0.32506 -2.46080
C: 0.71187 -0.13407 -1.77171
O: 0.50671 -0.86044 -0.72377
C: -0.26099 0.78748 -2.31376
C: 0.11709 1.39449 -3.50043
N: 1.29753 1.23006 -4.19598
C: 2.27665 0.36245 -3.67427
C: -1.49412 1.25931 -1.56599
O: -2.52032 1.51796 -2.20269
O: -1.34710 1.28688 -0.28817
H: 2.50938 3.84733 -6.01637
H: 3.09671 3.27613 -4.48087
H: 1.51318 4.00792 -4.56527
H: 0.54471 2.20639 -5.82548
H: 2.49020 1.68353 -7.35732
H: 1.73478 0.28130 -6.60259
H: 4.46361 1.53423 -5.74193
H: 4.08023 -0.07080 -6.41097
H: 5.48420 -0.75796 -4.22874
H: 2.81664 -1.61111 -0.93521
H: -0.52360 2.05504 -4.05909
Cl: -7.39196 0.65354 3.76401
C: -6.51147 0.77867 2.28037
C: -7.19160 1.16053 1.13087
C: -6.44108 1.26616 -0.05384
C: -5.06778 0.97840 -0.05943
N: -4.50264 0.43159 1.03932
C: -5.16126 0.33789 2.19148
H: -8.26000 1.43866 1.24180
H: -6.90481 1.50851 -0.99586
H: -4.37799 1.17057 -0.88366
H: -4.65878 0.02444 3.06417

Maximum force in eV/Å: 2.91
LUMO energy (alpha / beta) in eV: -5.67 / -5.58
E_tot in Eh: -3365.1630
Charge: +1
HOMO-LUMO gap (alpha / beta) in Eh: 0.145 / 0.148

[5]
Density functional theory data (ωB97M-V with the def2-TZVPD basis set) for a structure of composition C39H39ClNOP2W in a non-equilibrium geometry.

Positions of all 84 atoms, in Å:
W: 0.67245 -1.30807 0.15603
Cl: -0.22456 -3.32467 0.43729
P: 0.26358 -0.47665 -1.93750
P: 0.76820 0.08392 1.97367
C: -1.50406 -0.17346 -2.49431
C: 0.60724 -2.00142 -2.97291
C: 1.09302 0.74542 -3.01281
C: 1.49487 1.70626 2.36032
C: -0.58813 -0.01519 3.19118
C: 1.96380 -1.07987 2.76509
C: -1.84485 0.77559 -3.48027
C: -3.15841 0.88342 -3.94257
C: -4.14886 0.03751 -3.44330
C: -3.82292 -0.90756 -2.46834
C: -2.51348 -1.00910 -1.98695
H: -1.07799 1.43498 -3.90144
H: -3.38540 1.61215 -4.72158
H: -5.15851 0.09478 -3.84200
H: -4.58584 -1.59042 -2.09481
H: -2.27107 -1.74938 -1.21200
C: 0.94394 2.09402 -2.67440
C: 1.46523 3.07864 -3.52021
C: 2.18095 2.71899 -4.66420
C: 2.33704 1.37210 -4.99983
C: 1.78199 0.38572 -4.18527
H: 0.38292 2.35624 -1.77411
H: 1.29968 4.12446 -3.27424
H: 2.60547 3.48852 -5.30757
H: 2.86973 1.08104 -5.90589
H: 1.88066 -0.66182 -4.46563
C: -0.25333 -2.42468 -3.99568
C: -0.11055 -3.70825 -4.53978
C: 0.89770 -4.55826 -4.06353
C: 1.84953 -4.07549 -3.16106
C: 1.74846 -2.76737 -2.67899
H: -1.04398 -1.76134 -4.35206
H: -0.78355 -4.04166 -5.33298
H: 0.95449 -5.58932 -4.42197
H: 2.67827 -4.71050 -2.82881
H: 2.52172 -2.34767 -2.02580
C: -0.95453 -1.25971 3.72192
C: -2.03773 -1.33279 4.60601
C: -2.74830 -0.17723 4.94912
C: -2.36630 1.06575 4.42995
C: -1.27754 1.14748 3.56444
H: -0.39674 -2.16886 3.46299
H: -2.31115 -2.29976 5.03310
H: -3.57898 -0.23506 5.64985
H: -2.89777 1.97878 4.69770
H: -0.95049 2.11165 3.15992
C: 1.18676 2.79981 1.54231
C: 1.56743 4.08341 1.95199
C: 2.32193 4.24614 3.11384
C: 2.67469 3.14584 3.89891
C: 2.25989 1.87323 3.52333
H: 0.62899 2.62679 0.61986
H: 1.26306 4.94404 1.36322
H: 2.63676 5.24194 3.41855
H: 3.24935 3.27271 4.81593
H: 2.50501 1.00971 4.13355
C: 2.06659 -1.29025 4.14976
C: 2.90970 -2.30460 4.62724
C: 3.65901 -3.04334 3.70877
C: 3.61044 -2.76641 2.33424
C: 2.70040 -1.82380 1.84257
H: 1.49403 -0.67618 4.84992
H: 2.98739 -2.48073 5.70790
H: 4.30930 -3.83055 4.08971
H: 4.29938 -3.30712 1.67639
H: 2.55143 -1.61140 0.71295
H: -0.13600 0.12503 0.13547
H: 1.62449 -0.09754 -0.44910
C: -5.43750 1.41667 0.99006
N: -4.44500 2.12271 0.20665
C: -4.88841 3.01785 -0.83803
C: -3.17005 1.70789 0.31869
O: -2.80447 0.79803 1.07285
H: -6.38326 1.94686 0.90722
H: -5.12942 1.38630 2.03683
H: -5.56221 0.38854 0.63669
H: -4.27594 3.91701 -0.84633
H: -4.80962 2.55741 -1.82992
H: -5.92490 3.29110 -0.65560
H: -2.50090 2.28050 -0.35188

Maximum force in eV/Å: 6.35
LUMO energy (alpha / beta) in eV: -10.34 / -12.73
Multiplicity: 3
E_tot in Eh: -2848.3936
Charge: +3
HOMO-LUMO gap (alpha / beta) in Eh: 0.220 / 0.132